{
  "formula": "C19H56N4O9",
  "method": "the ωB97M-V functional and the def2-TZVPD basis",
  "elements": ["C", "O", "H", "H", "H", "H", "C", "O", "H", "H", "H", "H", "C", "O", "N", "N", "H", "H", "H", "H", "C", "O", "N", "N", "H", "H", "H", "H", "C", "C", "C", "O", "H", "H", "H", "H", "H", "H", "H", "H", "C", "C", "C", "O", "H", "H", "H", "H", "H", "H", "H", "H", "C", "C", "C", "O", "H", "H", "H", "H", "H", "H", "H", "H", "C", "C", "C", "O", "H", "H", "H", "H", "H", "H", "H", "H", "C", "C", "C", "O", "H", "H", "H", "H", "H", "H", "H", "H"],
  "xyz": [[1.906, -1.902, -2.874], [0.636, -1.595, -2.374], [1.914, -1.587, -3.907], [2.129, -2.949, -2.859], [2.626, -1.299, -2.378], [0.706, -0.932, -1.736], [-2.111, -0.282, -0.511], [-1.009, -0.291, 0.360], [-3.021, -0.666, -0.072], [-1.789, -0.929, -1.361], [-2.243, 0.718, -0.991], [-0.490, 0.499, 0.161], [2.961, 0.665, -0.337], [2.137, -0.226, 0.218], [2.543, 1.787, -0.818], [4.157, 0.450, -0.584], [1.656, 2.069, -0.486], [3.145, 2.644, -1.135], [4.719, -0.407, -0.419], [4.706, 1.158, -0.961], [2.066, 1.872, 2.941], [3.257, 2.238, 2.348], [1.253, 0.929, 2.494], [1.678, 2.391, 4.080], [1.547, 0.365, 1.644], [0.520, 0.580, 3.082], [2.196, 3.251, 4.462], [0.646, 2.252, 4.282], [-2.043, -2.762, -3.683], [-1.714, -3.910, -2.789], [-2.034, -5.243, -3.418], [-0.496, -3.955, -2.485], [-1.296, -2.669, -4.522], [-2.051, -1.793, -3.142], [-3.040, -2.855, -4.135], [-2.300, -3.742, -1.903], [-3.069, -5.295, -3.746], [-1.892, -6.038, -2.626], [-1.472, -5.442, -4.308], [-0.192, -3.022, -2.421], [0.029, -4.235, 2.846], [-0.061, -3.230, 1.785], [0.819, -3.462, 0.664], [-1.195, -2.986, 1.323], [-0.708, -3.977, 3.666], [0.982, -4.102, 3.387], [-0.116, -5.232, 2.488], [0.304, -2.280, 2.173], [0.291, -4.114, -0.030], [1.814, -3.788, 0.910], [1.003, -2.618, 0.036], [-1.372, -2.049, 1.240], [0.990, 2.538, -5.209], [1.329, 1.965, -3.880], [0.047, 1.528, -3.124], [2.061, 1.003, -3.734], [1.805, 3.123, -5.667], [0.152, 3.282, -5.162], [0.627, 1.768, -5.909], [1.879, 2.645, -3.248], [0.213, 1.347, -2.027], [-0.453, 0.675, -3.527], [-0.623, 2.389, -3.051], [2.280, 0.910, -2.842], [-3.227, 1.152, 5.623], [-1.987, 0.664, 4.829], [-2.135, 0.420, 3.283], [-1.031, 1.466, 4.996], [-3.925, 0.304, 5.630], [-3.738, 1.984, 5.135], [-3.061, 1.407, 6.658], [-1.649, -0.265, 5.286], [-1.232, -0.085, 2.886], [-2.333, 1.367, 2.770], [-3.063, -0.162, 3.209], [-0.676, 1.526, 5.912], [0.115, 4.331, -0.633], [0.260, 3.472, 0.609], [-0.721, 3.877, 1.721], [0.184, 2.204, 0.438], [0.749, 3.965, -1.418], [0.434, 5.344, -0.281], [-0.909, 4.337, -0.967], [1.369, 3.570, 0.845], [-0.427, 3.446, 2.699], [-1.708, 3.682, 1.365], [-0.668, 4.954, 1.896], [0.448, 1.868, 1.312]],
  "forces_ev_per_a": [[-0.1, 0.6, -1.2], [-0.9, -1.4, -1.1], [0.2, 0.0, -0.5], [0.0, -0.7, 0.5], [1.0, 0.1, 0.6], [0.1, 1.5, 1.9], [1.0, 0.1, -2.4], [0.1, 0.2, 0.8], [-0.1, 0.0, 0.3], [-0.8, 0.1, 0.4], [-0.3, -0.5, 0.7], [0.0, -0.1, 0.2], [-6.1, -4.1, 3.1], [2.4, 2.7, -1.9], [-0.2, 5.6, -2.3], [7.5, -4.1, -0.3], [-1.2, 0.1, 0.3], [-1.2, -2.7, 1.1], [-1.4, 0.8, 0.3], [0.9, 1.3, -0.7], [7.1, 1.5, -2.6], [-5.8, -1.8, 2.3], [-0.2, -1.5, -2.1], [-1.1, 3.0, 2.9], [0.0, 0.2, 0.8], [0.0, -0.1, 0.3], [-1.3, -2.1, -1.1], [1.8, 0.5, 0.2], [-0.3, 1.5, -1.7], [-6.3, -0.6, -2.1], [-1.6, -1.1, 1.2], [8.3, 0.9, 1.9], [-0.6, -0.1, 0.7], [0.2, -0.5, -0.3], [0.2, -0.1, 0.1], [-1.2, -0.3, 0.9], [-0.4, 0.0, 0.2], [0.1, 0.7, -1.1], [0.8, 0.0, -0.3], [0.5, -0.6, 0.5], [-0.4, 0.4, 2.9], [6.9, 1.7, 2.7], [1.8, -1.4, -2.4], [-9.8, 0.9, -2.7], [0.3, -0.6, -1.0], [0.0, -0.5, -0.5], [-0.1, -0.8, -0.1], [0.7, 0.4, 1.1], [0.3, -0.8, 0.0], [0.5, -0.7, 0.2], [-0.2, 1.1, 0.0], [0.1, 0.2, -0.2], [-0.4, 0.9, -1.5], [-7.2, 7.1, 2.3], [-1.0, 2.5, 1.6], [8.1, -10.5, -3.4], [0.0, -0.6, 0.1], [0.6, -0.7, 0.4], [0.4, 0.1, 0.1], [-0.9, 2.8, 0.2], [0.4, -0.2, -1.0], [-0.2, -0.5, -0.6], [-0.6, -0.1, -0.3], [0.6, -0.5, 2.0], [-1.0, -1.3, -1.5], [-5.1, -4.4, -0.5], [-1.0, 0.1, 1.7], [7.8, 6.6, 1.4], [-0.2, 0.3, 0.1], [0.2, 0.1, 0.0], [0.6, 0.1, 0.3], [-0.7, -1.0, -0.1], [-0.9, 0.1, 0.1], [0.3, -0.1, 0.0], [0.5, -0.3, -0.6], [-0.7, -0.2, -0.9], [-0.1, 0.6, 1.2], [2.1, 6.1, 1.2], [1.8, 1.4, 0.4], [-1.7, -6.3, -1.8], [0.3, 0.0, -0.5], [-0.4, -0.6, -0.8], [-0.5, 0.2, -0.3], [-0.9, 1.3, 0.8], [-0.6, -0.2, -0.6], [-0.8, -0.6, 0.1], [0.0, 0.1, -0.1], [0.0, -1.1, 0.0]],
  "lowdin_charge": [-0.105, -0.119, 0.084, 0.091, 0.061, 0.025, -0.122, -0.153, 0.086, 0.063, 0.097, 0.033, -0.680, -0.064, 0.186, 0.222, 0.035, 0.202, 0.171, 0.107, -0.612, -0.119, 0.157, 0.145, 0.087, 0.087, 0.165, 0.092, -0.053, -0.681, -0.044, -0.008, 0.109, 0.056, 0.081, 0.132, 0.068, 0.103, 0.072, 0.053, -0.038, -0.720, -0.045, 0.035, 0.099, 0.089, 0.077, 0.133, 0.093, 0.087, 0.050, 0.071, -0.028, -0.657, -0.030, 0.027, 0.082, 0.095, 0.093, 0.116, 0.066, 0.077, 0.073, 0.044, -0.030, -0.594, -0.004, -0.053, 0.079, 0.080, 0.069, 0.137, 0.056, 0.081, 0.091, 0.151, -0.022, -0.601, -0.007, -0.097, 0.053, 0.106, 0.081, 0.148, 0.070, 0.080, 0.082, 0.046],
  "e_tot_ha": -1653.4589,
  "lumo_energy_ev": 0.2513,
  "orbital_gap_ev": 8.95,
  "smiles": "NC(N)=O.NC(N)=O.CC(C)O.CC(C)O.CC(C)O.CC(C)O.CC(C)O.CO.CO"
}